# 1
C24H60Mn2O16P | ωB97M-V with the def2-TZVPD basis set

ORCA input file:
```
! wB97M-V def2-TZVPD RIJCOSX def2/J DEFGRID3
* xyz 1 11
Mn 21.2037 -10.9240 17.8512
Mn 19.7527 -12.0178 19.9209
O 21.3771 -10.6805 19.9029
H 21.6358 -10.0833 20.6113
O 19.1877 -10.8993 18.2988
H 18.5049 -10.8149 17.6256
O 21.0324 -12.9225 18.4021
H 20.9294 -13.8315 18.1044
C 19.5784 -2.6133 16.3626
O 19.5713 -2.8938 17.7422
C 20.1446 -4.1462 18.0253
C 20.3560 -4.2660 19.5014
O 19.0946 -4.3549 20.1390
C 19.1627 -4.7340 21.4908
C 19.4860 -6.1860 21.6785
O 18.4890 -6.9593 21.0427
C 18.8118 -8.3125 21.0532
H 19.0504 -3.3996 15.8070
H 20.6085 -2.5527 15.9893
H 19.0739 -1.6630 16.2237
H 21.1141 -4.2482 17.5114
H 19.4764 -4.9495 17.6765
H 20.8829 -3.3666 19.8542
H 20.9911 -5.1344 19.7213
H 18.1717 -4.5394 21.9017
H 19.9055 -4.1208 22.0216
H 19.5379 -6.4542 22.7456
H 20.4745 -6.4534 21.2630
H 17.9608 -8.9098 20.7213
H 18.9840 -8.7002 22.0800
H 19.6995 -8.5419 20.4472
C 22.4975 -8.0218 17.7105
O 21.6088 -8.9847 17.1606
C 21.4230 -8.8555 15.7513
C 20.4358 -9.8670 15.2480
O 20.7847 -11.1451 15.7710
C 20.0325 -12.2426 15.2540
C 20.1002 -12.3758 13.7607
O 21.4583 -12.3707 13.3954
C 21.6531 -12.5401 12.0081
H 23.3845 -7.9133 17.0841
H 22.8026 -8.3665 18.6978
H 22.0020 -7.0587 17.8545
H 22.3862 -8.9920 15.2408
H 21.0898 -7.8473 15.4865
H 20.4663 -9.8703 14.1613
H 19.4248 -9.6186 15.5960
H 18.9927 -12.1775 15.5961
H 20.4709 -13.1351 15.6938
H 19.5818 -11.5639 13.2268
H 19.5913 -13.3041 13.4671
H 22.7265 -12.5158 11.8388
H 21.1327 -11.7845 11.4118
H 21.3013 -13.5271 11.6728
C 17.4851 -13.9494 18.5923
O 18.3465 -13.7386 19.6986
C 18.9322 -14.9380 20.1805
C 19.7731 -14.6905 21.4005
O 20.6773 -13.6255 21.1206
C 21.8769 -13.5651 21.9062
C 21.6238 -13.4225 23.3795
O 21.3887 -14.6899 23.9369
C 20.9281 -14.6342 25.2839
H 18.0565 -14.3044 17.7299
H 17.0021 -13.0026 18.3731
H 16.7222 -14.6896 18.8465
H 19.5418 -15.3807 19.3817
H 18.1583 -15.6754 20.4235
H 20.3090 -15.6130 21.6374
H 19.1784 -14.4250 22.2803
H 22.4005 -12.6886 21.5234
H 22.4766 -14.4474 21.6731
H 20.7752 -12.7412 23.5481
H 22.5112 -12.9570 23.8394
H 21.7550 -14.4145 25.9642
H 20.4721 -15.5927 25.5042
H 20.1782 -13.8426 25.4072
C 22.2048 -9.5130 23.0496
C 23.2263 -8.6314 22.3788
O 24.3211 -8.4028 23.2561
P 25.6495 -7.8350 22.5905
O 25.4257 -6.9918 21.4265
O 26.3501 -7.1859 23.8397
C 26.8972 -5.8581 23.7644
C 28.1261 -5.7834 22.8526
O 26.4993 -9.1250 22.2812
C 26.9073 -9.9766 23.3637
C 26.7961 -11.4302 22.9518
H 21.3869 -9.6506 22.3388
H 22.6135 -10.4548 23.4068
H 21.7468 -8.9707 23.8814
H 23.5779 -9.1101 21.4565
H 22.7585 -7.6832 22.1034
H 26.1360 -5.1488 23.4445
H 27.1992 -5.6089 24.7788
H 28.8659 -5.1033 23.2690
H 28.5743 -6.7757 22.7801
H 27.8609 -5.4561 21.8497
H 27.9507 -9.7510 23.5950
H 26.3327 -9.7820 24.2694
H 25.7615 -11.7590 22.8346
H 27.3581 -11.6418 22.0453
H 27.2098 -12.0429 23.7597
*
```

Computed properties:
E_LUMO (alpha / beta) (eV): -1.961 / -2.425
Strongest force on any atom (eV/A): 1.177
HOMO (alpha / beta) (eV): -11.06 / -11.25
Relative energy (zero: lowest compared OMol25 entry of this formula, charge and spin) (kcal/mol): 0.0
E (a.u.): -4797.50045
Kohn-Sham gap (alpha / beta) (eV): 9.10 / 8.83

# 2
C24H60N4O8 | ωB97M-V with the def2-TZVPD basis set

ORCA input file:
```
! wB97M-V def2-TZVPD RIJCOSX def2/J DEFGRID3
* xyz 0 1
C 15.5405 -27.3654 -22.6778
O 14.5055 -26.9704 -21.7959
C 13.2104 -27.0867 -22.4390
C 12.1530 -26.2839 -21.6784
N 12.0602 -24.8114 -21.9964
C 13.3097 -24.0645 -22.0663
C 13.8790 -23.7832 -20.6809
O 15.1988 -23.3023 -20.8663
C 16.3705 -24.1751 -20.7428
H 15.5457 -26.6533 -23.5031
H 15.3590 -28.3718 -23.0550
H 16.4672 -27.4179 -22.1064
H 12.9566 -28.1459 -22.3975
H 13.0260 -26.7041 -23.4429
H 12.4456 -26.3821 -20.6330
H 11.1111 -26.5422 -21.8680
H 11.2487 -24.5864 -22.5540
H 13.0761 -23.1176 -22.5530
H 14.0294 -24.4119 -22.8074
H 13.7845 -24.6861 -20.0775
H 13.3528 -22.9230 -20.2672
H 16.3562 -24.7544 -21.6660
H 16.1558 -24.8280 -19.8967
H 17.3448 -23.7206 -20.5632
C 17.6201 -14.1221 -28.4155
O 17.1639 -14.7484 -29.5438
C 15.8325 -15.2326 -29.4703
C 15.5976 -15.8953 -30.8317
N 16.5554 -16.9972 -31.1710
C 16.4416 -17.5012 -32.5687
C 15.0569 -18.0909 -32.9216
O 14.1187 -17.0259 -33.0282
C 12.9611 -17.4289 -33.6201
H 18.6660 -14.0387 -28.7109
H 17.6094 -14.7084 -27.4966
H 17.1809 -13.1631 -28.1406
H 15.0998 -14.4701 -29.2060
H 15.7126 -16.1105 -28.8355
H 15.6033 -15.1033 -31.5806
H 14.6264 -16.3886 -30.7914
H 17.4301 -16.7490 -30.7313
H 17.2424 -18.2373 -32.6394
H 16.6043 -16.6955 -33.2845
H 14.6302 -18.7180 -32.1388
H 15.2560 -18.5645 -33.8829
H 12.5013 -18.2646 -33.0926
H 13.2209 -17.6062 -34.6638
H 12.3046 -16.5656 -33.7284
C 27.8195 -35.7646 -30.1754
O 26.5514 -35.4965 -30.8012
C 26.2002 -34.1084 -31.0601
C 25.5079 -33.4782 -29.8615
N 24.0629 -33.5129 -29.9278
C 23.5296 -32.8060 -28.7084
C 22.2585 -32.0654 -29.1826
O 21.9015 -31.0912 -28.2231
C 21.2356 -29.9121 -28.8020
H 28.0388 -35.0349 -29.3960
H 28.5995 -35.7770 -30.9366
H 27.8005 -36.7627 -29.7376
H 25.5330 -34.1884 -31.9183
H 27.1276 -33.6296 -31.3745
H 25.9052 -32.4650 -29.8004
H 25.9551 -34.0636 -29.0582
H 23.5939 -34.4054 -29.9882
H 24.2085 -32.1291 -28.1896
H 23.4005 -33.6824 -28.0733
H 21.4220 -32.7634 -29.2156
H 22.3268 -31.7474 -30.2230
H 20.4158 -30.1789 -29.4689
H 21.9523 -29.4282 -29.4656
H 20.8285 -29.1545 -28.1325
C 18.5349 -15.7493 -22.7565
O 17.8028 -16.8405 -23.3172
C 18.4607 -18.0865 -23.6135
C 17.4754 -19.0500 -24.3790
N 17.8357 -19.3448 -25.7370
C 18.9151 -20.3403 -25.8895
C 19.1309 -20.6087 -27.3317
O 19.9193 -21.6828 -27.6926
C 21.1731 -21.7653 -26.9347
H 18.5754 -16.0061 -21.6980
H 18.1505 -14.7311 -22.8165
H 19.4778 -15.5691 -23.2730
H 18.8083 -18.6474 -22.7459
H 19.2992 -17.8961 -24.2834
H 16.5035 -18.5572 -24.3526
H 17.3270 -19.9841 -23.8371
H 17.0904 -19.6008 -26.3688
H 18.8445 -21.2693 -25.3238
H 19.7565 -19.8914 -25.3617
H 19.4271 -19.6568 -27.7724
H 18.1684 -20.8034 -27.8048
H 21.6788 -22.7151 -27.1087
H 21.0598 -21.6759 -25.8543
H 21.8911 -21.0418 -27.3208
*
```

Computed properties:
E_LUMO (eV): 0.681
Strongest force on any atom (eV/A): 2.711
HOMO (eV): -8.28
Relative energy (zero: lowest compared OMol25 entry of this formula, charge and spin) (kcal/mol): 196.5
E (a.u.): -1771.00773
Kohn-Sham gap (eV): 8.96
SMILES string: COCCNCCOC.COCCNCCOC.COCCNCCOC.COCCNCCOC

# 3
C24H60N4O8 | ωB97M-V with the def2-TZVPD basis set

ORCA input file:
```
! wB97M-V def2-TZVPD RIJCOSX def2/J DEFGRID3
* xyz 0 1
C 5.0970 -2.0801 0.0909
O 4.4292 -2.2463 -1.0902
C 2.9987 -2.2399 -0.9001
C 2.3630 -1.7352 -2.2059
N 3.1884 -0.7491 -2.8418
C 2.8078 -0.3385 -4.2380
C 4.0443 0.2513 -4.9060
O 4.9561 -0.7067 -5.4252
C 6.1595 -0.0751 -5.8953
H 4.7302 -2.7995 0.8230
H 4.8625 -1.0430 0.3307
H 6.1622 -2.2872 -0.0121
H 2.6614 -1.6580 -0.0424
H 2.6985 -3.2784 -0.7603
H 1.3537 -1.3888 -1.9834
H 2.1995 -2.6598 -2.7595
H 4.1717 -0.9737 -2.7885
H 1.9510 0.3322 -4.1729
H 2.5918 -1.1779 -4.8989
H 4.4211 1.0476 -4.2642
H 3.8746 0.9206 -5.7494
H 6.8950 -0.1301 -5.0927
H 6.1795 1.0065 -6.0295
H 6.5175 -0.6625 -6.7408
C 0.5286 7.5117 0.2783
O 0.2721 6.2273 -0.3338
C -1.1733 6.0615 -0.7318
C -1.2942 4.9240 -1.6711
N -0.8467 3.5825 -1.2938
C -1.3069 2.4398 -2.2053
C -0.5692 1.0934 -2.0664
O 0.7362 1.0815 -2.6996
C 1.8993 1.5918 -1.9756
H 0.6249 7.3553 1.3527
H -0.0235 8.4002 -0.0280
H 1.5299 7.7179 -0.0998
H -1.5376 6.9127 -1.3071
H -1.8171 5.9051 0.1337
H -0.8641 5.1048 -2.6562
H -2.3556 4.8396 -1.9045
H 0.1534 3.4479 -1.2513
H -1.0089 2.9769 -3.1057
H -2.3919 2.3358 -2.2158
H -1.0326 0.3860 -2.7541
H -0.4157 0.6995 -1.0617
H 2.7785 1.7472 -2.6009
H 2.2445 1.0036 -1.1253
H 1.7869 2.6066 -1.5941
C 2.8492 2.4424 3.7575
O 2.3334 3.1310 2.6108
C 1.9796 2.3607 1.4766
C 0.6427 1.4956 1.5766
N 1.0086 0.1728 2.0039
C 1.7308 -0.5683 0.9915
C 1.1214 -1.9422 0.7379
O 0.0362 -1.8746 -0.1236
C -0.4611 -3.1724 -0.5819
H 3.5082 1.6460 3.4116
H 2.0270 1.8748 4.1932
H 3.3160 3.1075 4.4840
H 2.8516 1.7540 1.2324
H 1.7448 3.0188 0.6401
H 0.1739 1.5140 0.5927
H -0.1258 1.8560 2.2604
H 0.1485 -0.3416 2.1287
H 2.7874 -0.7589 1.1798
H 1.7357 -0.1861 -0.0293
H 0.6303 -2.3692 1.6124
H 1.8671 -2.5997 0.2908
H 0.1646 -3.6266 -1.3502
H -1.4883 -3.1798 -0.9465
H -0.4669 -3.7896 0.3165
C -2.1399 -4.3880 0.3621
O -3.4445 -3.7868 0.3801
C -3.7483 -2.6277 1.0235
C -4.2696 -2.9241 2.4541
N -4.9250 -1.8004 3.1592
C -6.4144 -1.7341 2.9600
C -7.1832 -2.6298 4.1365
O -6.5705 -2.5555 5.4682
C -7.2672 -3.2761 6.4406
H -2.1958 -5.3761 -0.0946
H -1.6976 -4.5138 1.3503
H -1.4266 -3.7103 -0.1071
H -4.4973 -2.1629 0.3823
H -2.8671 -2.0176 1.2219
H -3.4197 -3.2932 3.0281
H -4.9122 -3.7801 2.2481
H -4.7349 -1.8354 4.1505
H -6.8701 -1.8839 1.9813
H -6.8722 -0.7591 3.1272
H -7.1587 -3.6869 3.8719
H -8.2328 -2.3557 4.2431
H -6.7916 -3.2092 7.4190
H -7.5676 -4.2832 6.1513
H -8.1396 -2.6557 6.6458
*
```

Computed properties:
E_LUMO (eV): 0.719
Strongest force on any atom (eV/A): 9.143
HOMO (eV): -8.08
Relative energy (zero: lowest compared OMol25 entry of this formula, charge and spin) (kcal/mol): 389.1
E (a.u.): -1770.70077
Kohn-Sham gap (eV): 8.80

# 4
C24H60O12 | ωB97M-V with the def2-TZVPD basis set

ORCA input file:
```
! wB97M-V def2-TZVPD RIJCOSX def2/J DEFGRID3
* xyz 0 1
C -1.0128 -5.9191 0.0933
O 0.2430 -5.3672 0.4483
C 0.3904 -5.3566 1.8433
C 1.6712 -4.6905 2.3276
O 1.8810 -3.3401 1.8999
C 0.8075 -2.4607 2.1710
H -1.8343 -5.3026 0.4804
H -1.0887 -6.9593 0.4147
H -1.1689 -5.8267 -0.9820
H 0.1684 -6.2972 2.3621
H -0.4268 -4.7405 2.2602
H 2.5632 -5.2135 1.9837
H 1.6788 -4.5781 3.4186
H 1.1843 -1.4937 1.8303
H 0.4918 -2.4386 3.2159
H -0.0153 -2.6215 1.4666
C -1.9000 -2.8454 -3.4214
O -1.3152 -3.8896 -2.6915
C 0.0526 -3.6317 -2.4144
C 0.2813 -2.5983 -1.3302
O 0.4476 -1.2939 -1.8407
C 1.0516 -0.4178 -0.8954
H -1.5179 -2.6779 -4.4352
H -1.8340 -1.8729 -2.9261
H -2.9610 -3.0523 -3.5620
H 0.5346 -3.4739 -3.3840
H 0.4740 -4.5210 -1.9374
H 1.0600 -2.9731 -0.6539
H -0.6067 -2.6401 -0.6786
H 2.0843 -0.7409 -0.7646
H 0.4136 -0.2945 -0.0158
H 1.0036 0.5529 -1.3967
C -1.0986 0.8227 4.9852
O -0.5897 0.9583 3.6802
C 0.0862 2.1901 3.5653
C 0.3829 2.4789 2.1120
O -0.8638 2.7191 1.4505
C -0.6739 3.1807 0.1420
H -0.2941 0.9284 5.7264
H -1.5085 -0.1644 5.2024
H -1.8778 1.5650 5.1821
H 1.0666 2.1214 4.0573
H -0.3672 3.0599 4.0491
H 0.9436 1.7209 1.5592
H 0.9845 3.3900 2.0368
H -1.5686 3.0486 -0.4685
H 0.1023 2.6382 -0.4128
H -0.4167 4.2461 0.1294
C 4.3580 0.3660 1.6434
O 3.8918 1.6844 1.9490
C 4.6218 2.2138 3.0378
C 4.3828 3.6940 3.2289
O 3.0073 3.8506 3.4720
C 2.6108 5.2146 3.4621
H 4.0235 -0.2577 2.4773
H 5.4483 0.3156 1.5719
H 3.9347 0.0833 0.6846
H 5.6852 1.9650 2.9605
H 4.3072 1.7188 3.9678
H 4.7810 4.2592 2.3807
H 4.9709 3.9924 4.1046
H 1.5450 5.2493 3.6829
H 2.8380 5.6597 2.4928
H 3.0937 5.7487 4.2869
C -3.9223 -2.7127 0.7720
O -2.9137 -2.2758 1.6418
C -2.5748 -0.9181 1.6607
C -2.5497 -0.1040 0.3442
O -3.8296 -0.1010 -0.2458
C -3.9838 0.7164 -1.3850
H -4.1473 -3.7784 0.8810
H -3.6653 -2.6688 -0.2908
H -4.8604 -2.1781 0.9300
H -1.5256 -0.8199 1.9553
H -3.1658 -0.3090 2.3585
H -1.9145 -0.7386 -0.2969
H -2.1077 0.8700 0.5613
H -5.0557 0.7070 -1.5912
H -3.4794 0.3905 -2.2969
H -3.7446 1.7510 -1.1242
C -0.7493 1.4050 -7.6811
O -1.0561 2.0713 -6.4969
C 0.0343 2.3071 -5.6357
C -0.3938 1.9963 -4.2048
O -1.2649 2.9766 -3.6490
C -0.7343 4.2689 -3.5012
H -1.6260 1.0057 -8.1905
H -0.1447 0.4959 -7.5382
H -0.1841 2.0382 -8.3737
H 0.4807 3.2984 -5.7712
H 0.8902 1.6794 -5.9201
H 0.5017 1.9211 -3.5793
H -1.0289 1.1158 -4.2202
H -1.5475 4.8876 -3.1210
H -0.4494 4.6700 -4.4789
H 0.1043 4.3463 -2.7985
*
```

Computed properties:
E_LUMO (eV): 0.722
Strongest force on any atom (eV/A): 2.524
HOMO (eV): -9.27
Relative energy (zero: lowest compared OMol25 entry of this formula, charge and spin) (kcal/mol): 112.8
E (a.u.): -1852.99377
Kohn-Sham gap (eV): 9.99
SMILES string: COCCOC.COCCOC.COCCOC.COCCOC.COCCOC.COCCOC

# 5
C24H61BBrIN5NbO9PS2 | ωB97M-V with the def2-TZVPD basis set

ORCA input file:
```
! wB97M-V def2-TZVPD RIJCOSX def2/J DEFGRID3
* xyz -1 1
C 0.8172 -0.7206 3.7859
C -0.1297 0.4946 3.5707
C -0.6857 0.6168 2.1352
I -1.2336 2.7328 1.8427
Nb -2.4915 -0.6465 1.5698
Br -3.9607 1.5644 1.3050
C -4.2178 -1.9471 0.8032
O -4.3300 -3.2062 1.5244
C -4.6318 -4.2571 0.7678
C -4.2216 -5.6161 1.3644
O -5.2115 -4.2411 -0.2804
N -1.8781 -0.4446 -0.5111
C -2.5697 0.3622 -1.0831
S -3.5929 0.9321 -2.1813
B -1.3186 -2.6531 1.7672
C -0.1194 -2.8455 0.7172
O -1.5957 -3.6267 2.7355
P -3.4237 -0.8028 3.9679
O -4.8926 -1.5904 4.0832
O -2.3931 -1.6157 4.9913
S -3.7469 0.9783 4.7271
H 0.1703 -1.5827 4.0421
H 1.4519 -0.5408 4.6611
H 1.3695 -1.0144 2.8827
H 0.4982 1.3911 3.7465
H -0.8714 0.5028 4.3767
H 0.1069 0.4287 1.3906
H -5.1361 -1.3473 0.9624
H -4.1176 -2.0622 -0.2860
H -5.1441 -6.2102 1.4275
H -3.8596 -5.4492 2.3895
H -3.4686 -6.1186 0.7518
H -0.5376 -2.9152 -0.2988
H 0.4533 -1.9001 0.7482
H 0.4982 -3.7144 0.9916
H -0.8195 -3.6776 3.3165
H -5.4763 -1.0446 3.5275
H -2.9167 -1.8964 5.7601
C -7.0918 -0.3805 -1.1477
C -7.9386 -0.7271 0.0724
C -9.4515 -0.6062 -0.1725
O -9.9450 0.7240 -0.1928
C -9.7634 1.4057 -1.4196
N -7.5014 0.1017 1.2013
H -7.0268 0.6943 -1.3189
H -6.0726 -0.7416 -1.0150
H -7.4939 -0.8484 -2.0505
H -7.7345 -1.7740 0.3209
H -9.9681 -1.0926 0.6602
H -9.7533 -1.1413 -1.0829
H -9.8509 0.7328 -2.2777
H -8.7976 1.9148 -1.4379
H -10.5400 2.1685 -1.4954
H -7.9945 -0.1980 2.0395
H -7.8482 1.0445 1.0418
C 2.4106 1.9666 -2.2393
C 1.4981 2.9044 -1.4537
C 1.1235 4.1831 -2.2187
O 2.1532 5.1616 -2.2789
C 3.1273 4.9354 -3.2760
N 2.1258 3.2054 -0.1645
H 3.4448 2.3131 -2.2632
H 2.4168 0.9768 -1.7805
H 2.0641 1.8521 -3.2697
H 0.5680 2.3619 -1.2577
H 0.2987 4.6630 -1.6863
H 0.7535 3.9538 -3.2266
H 2.6986 4.4793 -4.1733
H 3.9352 4.3122 -2.8817
H 3.5589 5.8998 -3.5500
H 1.4695 3.7464 0.3953
H 2.8888 3.8560 -0.3407
C 5.1489 -6.8364 -0.2897
C 4.2647 -7.1016 0.9249
C 2.7696 -6.8519 0.6671
O 2.3958 -5.4880 0.6379
C 2.6414 -4.8254 -0.5908
N 4.7613 -6.3078 2.0540
H 5.3067 -5.7728 -0.4657
H 6.1330 -7.2847 -0.1444
H 4.7161 -7.2721 -1.1934
H 4.3755 -8.1602 1.1803
H 2.2077 -7.2878 1.4983
H 2.4286 -7.3637 -0.2426
H 2.5016 -5.4866 -1.4509
H 3.6484 -4.4018 -0.5987
H 1.9365 -3.9993 -0.6707
H 4.2374 -6.5595 2.8881
H 4.4948 -5.3402 1.8848
C 6.0669 7.0943 -2.3217
C 6.9063 6.2952 -3.3129
C 7.7812 5.2176 -2.6523
O 8.9394 5.7131 -2.0023
C 8.7173 6.2271 -0.7012
N 7.7066 7.2268 -4.1164
H 6.6532 7.8355 -1.7786
H 5.2781 7.6363 -2.8449
H 5.5882 6.4360 -1.5932
H 6.2113 5.7800 -3.9835
H 8.1527 4.5561 -3.4401
H 7.1957 4.5900 -1.9682
H 7.9379 5.6734 -0.1706
H 8.4620 7.2882 -0.7447
H 9.6495 6.1352 -0.1430
H 8.1884 6.7037 -4.8431
H 8.4604 7.5674 -3.5240
*
```

Computed properties:
E_LUMO (eV): 0.908
Strongest force on any atom (eV/A): 4.352
HOMO (eV): -4.82
Relative energy (zero: lowest compared OMol25 entry of this formula, charge and spin) (kcal/mol): 43.9
E (a.u.): -5993.23648
Kohn-Sham gap (eV): 5.73